# 1
{
  "formula": "C21H20ClO2PRu",
  "method": "wB97M-V/def2-TZVPD",
  "species": ["Cl", "C", "C", "C", "H", "C", "C", "H", "H", "H", "C", "Ru", "C", "C", "O", "O", "H", "H", "H", "C", "P", "C", "C", "C", "C", "C", "C", "C", "C", "C", "C", "C", "C", "H", "H", "H", "H", "H", "H", "H", "H", "H", "H", "H", "H", "H"],
  "coordinates": [[0.803, 0.373, 2.111], [0.855, -1.584, -1.388], [-0.558, -1.361, -1.498], [-1.156, -1.757, -0.226], [-1.113, -1.192, -2.411], [-0.097, -2.233, 0.630], [1.124, -2.084, -0.092], [2.103, -2.364, 0.306], [1.573, -1.518, -2.206], [-2.221, -1.821, 0.004], [-0.265, -2.847, 1.962], [-0.248, 0.312, -0.067], [-1.601, 1.048, -1.148], [1.213, 1.135, -0.845], [-2.338, 1.542, -1.918], [2.136, 1.750, -1.202], [-1.146, -2.472, 2.475], [0.598, -2.675, 2.601], [-0.394, -3.927, 1.880], [-2.526, 3.415, 0.549], [-0.917, 2.671, 1.016], [0.130, 3.972, 0.267], [1.104, 4.658, 1.006], [1.862, 5.650, 0.369], [1.680, 5.930, -0.989], [0.727, 5.219, -1.734], [-0.050, 4.242, -1.105], [-1.130, 3.051, 2.820], [-1.733, 1.996, 3.550], [-2.307, 2.233, 4.796], [-2.238, 3.518, 5.360], [-1.543, 4.533, 4.702], [-1.008, 4.319, 3.419], [-2.699, 3.455, -0.521], [-2.556, 4.417, 0.956], [-3.327, 2.811, 0.962], [1.257, 4.442, 2.058], [2.600, 6.214, 0.942], [2.281, 6.701, -1.484], [0.583, 5.435, -2.803], [-0.818, 3.723, -1.686], [-1.823, 1.001, 3.093], [-2.843, 1.422, 5.305], [-2.728, 3.705, 6.324], [-1.460, 5.521, 5.163], [-0.587, 5.175, 2.877]],
  "charge": 2,
  "homo_ev": [-13.85, -14.76],
  "multiplicity": 5
}



# 2
{
  "formula": "C5H7NO",
  "method": "wB97M-V/def2-TZVPD",
  "species": ["O", "C", "C", "C", "C", "C", "N", "H", "H", "H", "H", "H", "H", "H"],
  "coordinates": [[0.556, 1.598, 1.630], [1.174, 1.359, 0.615], [0.533, 0.826, -0.678], [-0.099, -0.499, -1.134], [-0.146, -1.411, 0.068], [-1.103, -0.323, 0.608], [-0.906, 0.593, -0.583], [2.220, 1.714, 0.572], [0.918, 1.411, -1.516], [-0.420, -0.849, -2.127], [0.843, -1.506, 0.527], [-0.565, -2.409, -0.071], [-0.867, 0.141, 1.555], [-2.140, -0.646, 0.534]],
  "charge": 0,
  "homo_ev": -9.23,
  "relative_energy_ev": 3.557
}



# 3
{
  "formula": "C4H12",
  "method": "wB97M-V/def2-TZVPD",
  "species": ["C", "C", "H", "H", "H", "H", "H", "H", "C", "C", "H", "H", "H", "H", "H", "H"],
  "coordinates": [[-0.123, -0.158, -2.096], [1.329, 0.230, -1.863], [-0.337, -1.161, -1.714], [-0.907, 0.511, -1.755], [-0.329, -0.225, -3.164], [1.797, -0.278, -1.004], [1.840, 0.115, -2.810], [1.564, 1.185, -1.353], [-0.188, 0.273, 1.408], [-1.008, -0.267, 2.607], [-0.822, 0.500, 0.561], [0.345, 1.179, 1.708], [0.523, -0.459, 1.059], [-1.638, 0.505, 3.017], [-1.677, -1.036, 2.196], [-0.368, -0.914, 3.204]],
  "charge": 0,
  "homo_ev": -11.28,
  "smiles": "CC.CC",
  "relative_energy_ev": 0.715
}



# 4
{
  "formula": "BrH2OP",
  "method": "wB97M-V/def2-TZVPD",
  "species": ["O", "P", "Br", "H", "H"],
  "coordinates": [[0.712, 1.097, 0.136], [-0.759, 0.614, -0.276], [-0.554, -2.522, 0.519], [0.815, 0.936, 1.102], [-0.214, -0.125, -1.481]],
  "charge": 0,
  "homo_ev": [-9.48, -9.31],
  "relative_energy_ev": 2.069
}



# 5
{
  "formula": "C6H10O",
  "method": "wB97M-V/def2-TZVPD",
  "species": ["C", "C", "C", "C", "C", "O", "C", "H", "H", "H", "H", "H", "H", "H", "H", "H", "H"],
  "coordinates": [[-2.269, -0.204, 0.264], [-0.929, 0.093, -0.379], [0.130, -1.042, -0.407], [1.159, -0.004, -0.004], [2.448, 0.306, -0.617], [2.182, -0.180, 0.927], [0.072, 0.975, 0.405], [-2.133, -0.609, 1.274], [-2.880, 0.702, 0.343], [-2.830, -0.942, -0.320], [-1.067, 0.504, -1.385], [-0.011, -1.755, 0.411], [0.293, -1.579, -1.346], [3.052, -0.563, -0.158], [2.681, 1.382, -0.644], [0.178, 2.031, 0.145], [-0.079, 0.886, 1.490]],
  "charge": 0,
  "homo_ev": -9.75,
  "smiles": "C[C@H]1C[C@]2(CO2)C1",
  "relative_energy_ev": 3.755
}